Record 1
{"formula": "C9H22Cl10N4O8", "method": "the ωB97M-V functional and the def2-TZVPD basis", "elements": ["C", "N", "O", "O", "H", "H", "H", "C", "N", "O", "O", "H", "H", "H", "C", "N", "O", "O", "H", "H", "H", "C", "N", "O", "O", "H", "H", "H", "Cl", "C", "Cl", "H", "H", "Cl", "C", "Cl", "H", "H", "Cl", "C", "Cl", "H", "H", "Cl", "C", "Cl", "H", "H", "Cl", "C", "Cl", "H", "H"], "coordinates": [[-13.880, 2.002, 2.838], [-14.270, 2.737, 1.574], [-15.298, 3.371, 1.469], [-13.396, 2.613, 0.662], [-13.304, 1.114, 2.576], [-14.798, 1.746, 3.367], [-13.379, 2.796, 3.391], [-17.568, 1.129, 1.683], [-16.954, 0.052, 2.511], [-17.645, -0.545, 3.322], [-15.745, -0.256, 2.282], [-17.096, 1.121, 0.700], [-17.375, 2.089, 2.163], [-18.629, 0.882, 1.637], [-15.019, 6.851, 2.182], [-14.900, 7.020, 0.710], [-15.922, 6.916, 0.102], [-13.771, 7.057, 0.224], [-15.085, 5.766, 2.257], [-15.873, 7.427, 2.537], [-14.062, 7.119, 2.629], [-18.773, -0.613, -3.180], [-18.253, -1.949, -2.762], [-18.504, -2.912, -3.490], [-17.750, -2.034, -1.670], [-19.644, -0.461, -2.542], [-19.010, -0.609, -4.244], [-18.003, 0.114, -2.922], [-16.857, 6.155, -5.930], [-15.796, 4.658, -5.911], [-16.709, 3.170, -5.741], [-15.131, 4.637, -6.775], [-15.179, 4.708, -5.014], [-16.809, 2.350, -1.893], [-16.502, 4.157, -1.715], [-14.938, 4.581, -2.492], [-17.274, 4.788, -2.154], [-16.512, 4.400, -0.653], [-12.043, 1.278, -3.648], [-13.322, 0.874, -2.454], [-14.270, -0.554, -2.957], [-12.865, 0.664, -1.487], [-13.984, 1.733, -2.347], [-18.304, 9.539, -3.787], [-19.476, 8.197, -3.477], [-18.766, 6.848, -2.510], [-20.298, 8.613, -2.895], [-19.890, 7.789, -4.399], [-15.281, 8.283, -2.662], [-13.952, 7.739, -3.698], [-13.634, 9.101, -4.775], [-13.088, 7.675, -3.036], [-14.288, 6.819, -4.175]], "energy_ha": -5778.55943, "e_above_lowest_kcal_mol": 26.7, "gap_ev": 9.570, "e_lumo_ev": -0.7, "multiplicity": 1, "smiles": "C[N+](=O)[O-].C[N+](=O)[O-].C[N+](=O)[O-].C[N+](=O)[O-].ClCCl.ClCCl.ClCCl.ClCCl.ClCCl"}


Record 2
{"formula": "C19H20N2O4S", "method": "the ωB97M-V functional and the def2-TZVPD basis", "elements": ["C", "C", "C", "C", "C", "C", "C", "S", "O", "O", "N", "C", "C", "C", "C", "N", "C", "C", "C", "C", "C", "C", "C", "O", "O", "C", "H", "H", "H", "H", "H", "H", "H", "H", "H", "H", "H", "H", "H", "H", "H", "H", "H", "H", "H", "H"], "coordinates": [[-2.566, -1.775, 2.592], [-1.874, -1.682, 1.267], [-2.602, -1.586, 0.086], [-1.969, -1.518, -1.139], [-0.581, -1.548, -1.240], [0.090, -1.466, -2.573], [0.133, -1.652, -0.055], [1.914, -1.818, -0.033], [2.317, -2.808, -0.990], [2.361, -1.966, 1.321], [2.595, -0.385, -0.577], [2.994, 0.629, 0.372], [2.181, 1.925, 0.300], [0.753, 1.723, 0.685], [0.267, 1.494, 1.940], [-1.095, 1.381, 1.905], [-1.521, 1.534, 0.620], [-2.803, 1.522, 0.086], [-2.931, 1.708, -1.273], [-1.812, 1.909, -2.086], [-0.540, 1.936, -1.560], [-0.377, 1.744, -0.188], [4.502, 0.919, 0.204], [5.015, 1.931, 0.585], [5.178, -0.060, -0.385], [-0.490, -1.717, 1.175], [-2.960, -2.781, 2.735], [-1.877, -1.565, 3.406], [-3.405, -1.084, 2.640], [-3.681, -1.570, 0.128], [-2.557, -1.442, -2.041], [1.022, -2.024, -2.564], [-0.561, -1.867, -3.346], [0.295, -0.424, -2.823], [2.200, -0.039, -1.437], [2.886, 0.170, 1.364], [2.239, 2.325, -0.715], [2.661, 2.642, 0.968], [0.803, 1.412, 2.866], [-1.685, 1.216, 2.702], [-3.667, 1.378, 0.717], [-3.913, 1.705, -1.722], [-1.956, 2.056, -3.146], [0.314, 2.118, -2.197], [4.571, -0.786, -0.626], [0.131, -1.811, 2.052]], "energy_ha": -1544.72090, "e_above_lowest_kcal_mol": 10.1, "gap_ev": 8.793, "e_lumo_ev": 0.5, "multiplicity": 1, "smiles": "Cc1ccc(C)c(S(=O)(=O)N[C@H](Cc2c[nH]c3ccccc23)C(=O)O)c1"}


Record 3
{"formula": "C4H2N2O", "method": "the ωB97M-V functional and the def2-TZVPD basis", "elements": ["N", "C", "C", "C", "C", "N", "O", "H", "H"], "coordinates": [[-1.389, -2.903, -0.150], [-1.047, -1.773, -0.126], [-0.595, -0.351, 0.118], [0.563, 0.044, -0.552], [0.762, 1.333, 0.026], [-0.139, 1.596, 0.902], [-1.124, 0.668, 0.722], [1.167, -0.640, -1.198], [1.803, 2.024, 0.260]], "energy_ha": -338.24789, "e_above_lowest_kcal_mol": 58.7, "gap_ev": 10.259, "e_lumo_ev": -0.2, "multiplicity": 1, "smiles": "N#Cc1ccno1"}